2 unconnected molecules or ions with the total composition C10H17N4 at a distorted geometry, computed with ωB97M-V/def2-TZVPD.

The geometry in XYZ format:
```
31
Properties=species:S:1:pos:R:3:nbo_charge:R:1
C 1.36487 -1.97268 -0.69907 -0.27
C 2.55981 -1.38489 -0.98026 -0.06
C 0.41649 -1.13939 -1.25628 -0.01
C -0.97711 -1.48908 -1.26291 0.55
C -2.03946 0.73918 0.63841 -0.52
C -0.92353 0.90530 1.30016 0.01
C 0.09929 1.22245 2.04880 -0.03
C 0.05162 2.61903 2.59065 -0.64
C 1.22605 0.27952 2.54548 -0.60
C 0.47034 1.08199 -2.35808 -0.42
N 2.32564 -0.21857 -1.62186 -0.20
N 1.02663 -0.10157 -1.83644 -0.12
N -1.60207 -1.71412 -0.11474 -0.73
N -1.69719 -1.68823 -2.33409 -0.71
H 1.18432 -3.03491 -0.57564 0.25
H 3.65152 -1.61479 -0.79281 0.26
H -2.95532 0.43739 1.11590 0.22
H -2.18983 1.08026 -0.36237 0.21
H -0.93224 3.01786 3.04395 0.24
H 0.46330 3.30644 1.85010 0.23
H 0.74724 2.63210 3.45419 0.22
H 0.91426 -0.73847 2.16176 0.21
H 1.24633 0.50675 3.59266 0.23
H 2.12942 0.53716 2.18458 0.22
H -0.43806 0.70226 -2.88359 0.20
H 0.12883 1.81483 -1.54328 0.23
H 1.19834 1.61956 -2.99968 0.27
H -1.24448 -1.24598 0.71337 0.46
H -2.38824 -2.35734 -0.02117 0.42
H -2.58839 -2.05535 -2.26402 0.41
H -1.22838 -1.74670 -3.33373 0.44
```

## Properties
Relative energy (zero: lowest compared OMol25 entry of this formula, charge and spin), kcal per mole: 40.09
Highest occupied orbital energy, eV: -12.28
E, hartree: -609.9100
Net charge: +1

***

A molecular structure, C15H33MnO6Sb, computed with ωB97M-V/def2-TZVPD.

The geometry in XYZ format:
```
56
Properties=species:S:1:pos:R:3:nbo_charge:R:1
Mn 0.21018 0.23825 0.14624 1.37
C 2.07131 -2.36997 1.16603 -0.09
C 2.49893 -1.98773 -0.23437 -0.08
O 2.34338 -0.57279 -0.33026 -0.61
C 3.19635 0.12473 -1.23215 -0.08
C 2.89173 1.58753 -0.97816 -0.08
O 1.47279 1.77139 -1.03523 -0.62
C 0.93154 2.43567 -2.18388 -0.09
C -0.31124 1.68418 -2.62714 -0.09
O -1.16482 1.39466 -1.51936 -0.58
C -1.95393 2.50263 -1.06653 -0.09
C -2.20217 2.32861 0.41595 -0.08
O -0.92657 2.09757 1.01272 -0.61
C -0.80183 2.38954 2.40102 -0.08
C 0.64961 2.09515 2.71687 -0.08
O 0.94300 0.76845 2.26133 -0.62
C 1.19254 -0.24212 3.24568 -0.09
C 0.50887 -1.51786 2.78389 -0.08
O 0.78919 -1.77975 1.40957 -0.58
H 2.80072 -1.99855 1.88792 0.20
H 1.99862 -3.45571 1.25446 0.22
H 1.87610 -2.48278 -0.98564 0.19
H 3.53975 -2.27366 -0.39014 0.22
H 2.97862 -0.15792 -2.26663 0.19
H 4.24534 -0.08441 -1.01396 0.22
H 3.40159 2.23433 -1.69026 0.22
H 3.20011 1.84978 0.03433 0.21
H 1.64817 2.44851 -3.00599 0.22
H 0.70277 3.46584 -1.90471 0.20
H -0.03356 0.70916 -3.03246 0.20
H -0.84164 2.25386 -3.39253 0.22
H -2.90204 2.52274 -1.60677 0.22
H -1.42104 3.43871 -1.24050 0.20
H -2.86597 1.48015 0.60856 0.19
H -2.65693 3.23507 0.81807 0.22
H -1.47330 1.75663 2.98961 0.19
H -1.02634 3.43946 2.59921 0.22
H 0.86175 2.20350 3.77905 0.22
H 1.28627 2.77441 2.14876 0.21
H 0.78964 0.04517 4.21759 0.22
H 2.27230 -0.37230 3.33976 0.20
H -0.57492 -1.39905 2.83680 0.20
H 0.80967 -2.35776 3.41294 0.22
C -1.37188 -2.48045 -2.72478 -0.94
Sb -1.67080 -1.69126 -0.75129 0.89
C -3.74685 -1.25103 -1.05194 -0.95
C -1.92121 -3.58704 0.20938 -0.95
H -2.16965 -3.20131 -2.89346 0.25
H -0.41039 -2.98344 -2.80576 0.24
H -1.43942 -1.68989 -3.46959 0.24
H -4.22973 -2.19388 -1.30085 0.25
H -3.86431 -0.55639 -1.88189 0.24
H -4.21101 -0.83353 -0.16065 0.24
H -2.82465 -4.03722 -0.19740 0.25
H -2.02376 -3.48715 1.28800 0.24
H -1.07086 -4.23073 -0.00944 0.24
```

## Properties
Highest occupied orbital energy (spin up / spin down), eV: -14.78 / -15.17
E, hartree: -2433.4722
Net charge: +2
⟨S²⟩: 8.75
Multiplicity: 6

***

A single C23H33FN4O2 molecule, computed with ωB97M-V/def2-TZVPD.

The geometry in XYZ format:
```
63
Properties=species:S:1:pos:R:3:nbo_charge:R:1
C -3.84855 -0.75685 -3.38347 -0.60
C -5.10038 -1.22399 -2.65122 -0.39
C -4.89873 -1.21614 -1.13774 -0.40
C -6.16674 -1.62479 -0.39159 -0.39
C -5.95130 -1.85874 1.10409 -0.39
C -5.46638 -0.62463 1.86998 -0.23
N -4.04683 -0.42215 1.73246 -0.61
C -3.49771 0.71733 1.29147 0.67
O -4.13481 1.72298 1.00281 -0.68
C -2.00783 0.68479 1.16947 -0.32
C -1.42420 1.84402 0.75793 0.13
N -0.10545 2.03476 0.57910 -0.35
C 0.76218 0.99073 0.84816 0.18
C 2.14382 1.13145 0.72527 -0.33
C 3.04747 0.09590 0.98854 0.24
N 4.39386 0.32905 0.88675 -0.44
C 4.95886 1.09767 -0.19934 -0.21
H 4.19592 1.69795 -0.69117 0.21
C 5.59385 0.15748 -1.23138 -0.23
N 6.62429 -0.64470 -0.60232 -0.44
C 7.33937 -1.45765 -1.56066 -0.41
H 8.12608 -2.00403 -1.04315 0.20
H 7.79727 -0.80928 -2.30650 0.20
H 6.68881 -2.18203 -2.07539 0.17
C 6.04625 -1.44276 0.46533 -0.24
H 6.84262 -2.01688 0.94267 0.21
C 5.40786 -0.50602 1.49114 -0.22
H 5.00051 -1.06584 2.32898 0.23
H 6.18663 0.16535 1.87185 0.20
H 5.28857 -2.14903 0.08451 0.17
H 6.05064 0.75058 -2.02724 0.20
H 4.80053 -0.47243 -1.67797 0.16
H 5.73307 1.75861 0.20417 0.20
C 2.47437 -1.12699 1.40265 0.30
C 1.12488 -1.28640 1.54445 -0.20
C 0.23543 -0.24367 1.27436 -0.12
C -1.19709 -0.47967 1.45007 0.51
O -1.63104 -1.57827 1.80892 -0.65
H 0.71946 -2.23748 1.85386 0.26
F 3.25375 -2.21443 1.64033 -0.33
H 2.55989 2.08410 0.44901 0.22
C 0.43397 3.30922 0.12141 -0.20
C -0.59977 4.37544 -0.20685 -0.62
H -0.07395 5.25862 -0.56251 0.23
H -1.27587 4.04556 -0.99131 0.22
H -1.17619 4.65752 0.67015 0.22
H 1.10164 3.69568 0.90071 0.20
H 1.03064 3.11466 -0.77758 0.20
H -2.08789 2.67164 0.56113 0.25
H -3.41637 -1.20131 1.91413 0.44
H -5.96004 0.28015 1.50640 0.23
H -5.70308 -0.74714 2.93474 0.19
H -6.89780 -2.18341 1.54203 0.21
H -5.22594 -2.66354 1.24648 0.20
H -6.92684 -0.85199 -0.52778 0.20
H -6.55471 -2.54889 -0.82979 0.20
H -4.60341 -0.21269 -0.83207 0.21
H -4.08651 -1.89974 -0.87885 0.19
H -5.35975 -2.23324 -2.98093 0.19
H -5.93544 -0.56753 -2.90688 0.19
H -4.00422 -0.76555 -4.46019 0.20
H -3.00736 -1.40693 -3.15145 0.20
H -3.59030 0.25562 -3.08016 0.20
```

## Properties
Relative energy (zero: lowest compared OMol25 entry of this formula, charge and spin), kcal per mole: 2.60
Highest occupied orbital energy, eV: -8.07
SMILES: CCCCCCNC(=O)c1cn(CC)c2cc(N3CCN(C)CC3)c(F)cc2c1=O
E, hartree: -1365.6308